1:
Computed, not measured: a cluster of 2 separate species, C4H12NO2 in total, with wB97M-V/def2-TZVPD.

```
! wB97M-V def2-TZVPD RIJCOSX def2/J DEFGRID3
* xyz -1 1
C 1.72 1.26 -0.76
N 0.37 0.63 -0.98
C -1.59 1.83 0.23
C -0.46 0.76 0.21
C -0.86 -0.60 0.86
O 0.25 -1.32 1.43
H 1.65 2.29 -1.10
H 2.49 0.65 -1.21
H 1.89 1.21 0.33
H 0.47 -0.42 -1.05
H -2.04 1.72 1.23
H -1.20 2.83 0.18
H -2.43 1.68 -0.46
H 0.06 1.26 1.03
H -1.48 -0.30 1.76
H -1.40 -1.15 0.09
H 0.42 -1.91 0.63
H 1.10 -2.74 -1.46
O 0.36 -2.33 -1.01
*
```

Lowest unoccupied orbital energy   4.03 eV
Gap between HOMO and LUMO   7.76 eV

=====

2:
Computed, not measured: a cluster of 2 separate species, C4H12NO2 in total, with wB97M-V/def2-TZVPD.

```
! wB97M-V def2-TZVPD RIJCOSX def2/J DEFGRID3
* xyz -1 1
C 0.16 0.59 -1.50
C 0.16 0.86 0.10
C -1.30 1.53 0.26
N 0.21 -0.36 0.95
C -0.64 -1.56 0.50
O -0.77 -2.12 1.67
H -0.71 0.05 -1.83
H 0.11 1.54 -2.08
H 1.06 0.04 -1.82
H 0.99 1.58 0.33
H -1.99 0.68 -0.01
H -1.38 1.80 1.29
H -1.34 2.37 -0.40
H -0.01 -0.05 1.88
H -1.63 -1.49 -0.03
H -0.07 -2.03 -0.42
H 2.20 -1.61 -0.13
H 2.09 -0.77 0.93
O 2.85 -1.05 0.29
*
```

Lowest unoccupied orbital energy   3.94 eV
Gap between HOMO and LUMO   6.72 eV

=====

3:
Computed, not measured: a cluster of 2 separate species, C4H12NO2 in total, with wB97M-V/def2-TZVPD.

```
! wB97M-V def2-TZVPD RIJCOSX def2/J DEFGRID3
* xyz -1 1
C -0.32 -0.28 -2.22
O 0.00 -1.46 -2.77
C 0.34 -0.07 -0.82
C -0.41 0.93 0.03
C 0.43 1.46 1.19
N 0.38 -1.42 -0.18
H -0.05 0.62 -2.81
H -1.42 -0.13 -2.02
H 1.38 0.26 -0.90
H -0.79 1.77 -0.57
H -1.26 0.38 0.45
H 1.34 1.92 0.79
H 0.76 0.68 1.87
H -0.08 2.21 1.79
H 0.33 -2.00 -1.04
H 1.32 -1.53 0.18
H -0.34 -1.50 1.75
H -1.15 -0.57 2.58
O -0.46 -1.26 2.70
*
```

Lowest unoccupied orbital energy   3.89 eV
Gap between HOMO and LUMO   6.73 eV

=====

Stability summary: most stable 3, least stable 2.